No. 1
10
Properties=species:S:1:pos:R:3:forces:R:3:nbo_charge:R:1 method="wB97M-V/def2-TZVPD" molar_mass_g_mol=75.067 energy_ha=-284.43006 homo_energy_ev=-9.837 charge=0 e_above_lowest_kj_mol=97.9 smiles="NC(=O)CO"
C -0.820 -0.253 -0.031 4.2 -0.3 1.1 0.6457
C 0.598 -0.858 0.200 -0.3 -0.1 -1.9 -0.1516
H -1.734 1.468 -0.189 -1.4 0.9 -0.2 0.4002
H -0.091 1.676 0.400 -1.5 -1.3 -0.7 0.4053
H 0.736 -1.111 1.257 0.1 0.2 -0.2 0.1965
H 0.714 -1.793 -0.430 -0.7 0.8 0.9 0.1981
H 1.567 0.763 -0.769 -1.3 0.5 -0.7 0.4889
N -0.876 1.067 0.043 2.5 2.5 0.9 -0.8305
O -1.738 -0.947 -0.236 -3.4 -2.3 -0.9 -0.5904
O 1.644 -0.012 -0.244 1.8 -0.9 1.7 -0.7623

=====

No. 2
9
Properties=species:S:1:pos:R:3:forces:R:3:nbo_charge:R:1 method="wB97M-V/def2-TZVPD" molar_mass_g_mol=225.949 energy_ha=-693.07317 homo_energy_ev=-3.248 charge=-1 e_above_lowest_kj_mol=228.8
C -0.845 -1.056 0.588 -4.4 -0.9 1.4 0.6393
C -2.502 0.060 1.160 2.3 -2.3 0.0 -0.1457
C -0.712 1.301 0.239 0.7 -3.7 1.0 0.9031
N -0.073 -0.074 0.203 -3.6 3.6 0.8 -0.7047
O -0.690 -2.249 0.755 0.6 0.9 -0.4 -0.6413
O -0.094 2.277 0.016 1.0 1.6 -0.8 -0.6112
O -1.912 1.237 0.740 -0.4 1.3 -0.3 -0.5622
I -4.330 -0.103 -0.256 0.2 -0.3 -0.3 -0.2681
H 0.779 -0.021 -0.190 3.7 -0.4 -1.5 0.3909

=====

No. 3
68
Properties=species:S:1:pos:R:3:forces:R:3:lowdin_charge:R:1 method="wB97M-V/def2-TZVPD" molar_mass_g_mol=779.747 energy_ha=-6683.40836 homo_energy_ev=-9.941 charge=+1 e_above_lowest_kj_mol=2.3
Ba 0.109 0.366 -0.433 0.1 0.0 -0.2 1.8143
Br 7.145 1.326 1.846 0.0 0.0 0.0 0.8233
C 5.451 0.744 1.290 0.0 0.0 0.0 -0.6817
C 5.207 0.473 -0.044 0.0 0.0 0.0 -0.0895
C 3.918 0.112 -0.390 -0.1 0.0 0.0 -0.1344
N 2.915 -0.013 0.478 0.0 0.0 0.1 0.0158
C 3.176 0.208 1.772 0.0 0.0 0.0 -0.2186
C 4.432 0.608 2.214 0.0 0.0 0.0 -0.0590
C 2.056 -0.004 2.737 0.0 0.0 0.0 -0.2174
C 2.308 -0.198 4.088 0.0 0.0 0.0 -0.0468
C 1.239 -0.404 4.944 0.0 0.0 0.0 -0.6689
Br 1.545 -0.670 6.775 0.0 0.0 0.0 0.8259
C -0.049 -0.421 4.440 0.0 0.0 0.0 -0.0772
C -0.203 -0.228 3.079 -0.1 0.1 0.0 -0.1153
N 0.813 -0.024 2.241 0.1 0.0 0.0 -0.0292
H 5.982 0.556 -0.792 0.0 0.0 0.0 0.1141
H 3.682 -0.086 -1.431 0.0 0.0 0.0 0.1157
H 4.614 0.840 3.252 0.0 0.0 0.0 0.1097
H 3.315 -0.218 4.477 0.0 0.0 0.0 0.1072
H -0.906 -0.584 5.076 0.0 0.0 0.0 0.1148
H -1.197 -0.224 2.640 0.0 0.0 0.0 0.1090
C -2.092 6.275 -1.924 0.0 0.0 0.0 -0.0261
C -2.754 6.551 -0.602 0.0 0.0 0.0 -0.2131
C -3.831 7.424 -0.499 0.0 0.0 0.0 -0.0314
C -4.453 7.657 0.719 0.0 0.0 0.0 -0.0660
C -4.006 7.018 1.865 0.0 0.0 0.0 -0.0722
C -2.927 6.150 1.785 -0.1 0.1 0.1 -0.0185
C -2.307 5.925 0.565 0.0 0.0 0.0 -0.2330
N -1.215 5.000 0.502 0.0 0.1 0.0 0.1365
C -1.383 3.681 0.171 0.0 -0.1 -0.1 -0.3812
N -2.659 3.265 0.086 0.0 0.0 0.0 0.1547
C -3.221 1.947 0.062 0.1 0.0 0.0 -0.2377
C -2.418 0.804 0.039 -0.2 0.1 0.1 -0.3417
C -3.124 -0.404 0.036 0.0 -0.1 0.0 -0.2256
C -4.513 -0.494 0.055 0.1 0.0 0.0 -0.1027
C -5.249 0.678 0.075 0.0 0.1 0.0 -0.0561
C -4.622 1.920 0.076 -0.1 -0.1 0.0 -0.2208
C -5.451 3.179 0.094 0.0 0.0 0.0 -0.0427
N -0.359 2.904 -0.080 0.0 -0.1 0.0 -0.0868
C 0.949 3.284 0.276 0.0 0.1 0.0 -0.3472
C 1.294 3.498 1.620 0.0 0.0 -0.1 -0.0338
C 2.603 3.744 1.983 0.0 0.0 0.0 -0.0736
C 3.601 3.766 1.013 0.0 0.0 0.0 -0.0826
C 3.271 3.544 -0.311 0.0 0.0 0.0 -0.0490
C 1.954 3.299 -0.703 -0.1 0.0 0.0 -0.2531
C 1.616 3.101 -2.162 0.1 0.0 0.0 -0.0511
H -2.646 6.743 -2.736 0.0 0.0 0.0 0.0824
H -2.037 5.203 -2.124 0.0 0.0 0.0 0.0766
H -1.072 6.666 -1.950 0.0 0.0 0.0 0.0875
H -4.191 7.923 -1.391 0.0 0.0 0.0 0.1157
H -5.292 8.339 0.771 0.0 0.0 0.0 0.1096
H -4.489 7.193 2.816 0.0 0.0 0.0 0.1081
H -2.559 5.642 2.667 0.0 0.0 0.0 0.1197
H -0.297 5.373 0.316 0.0 0.0 0.0 0.1504
H -3.334 4.005 0.204 0.0 0.0 0.0 0.0962
H -2.580 -1.357 0.014 0.0 0.0 0.0 0.0640
H -5.016 -1.452 0.053 0.0 0.0 0.0 0.0996
H -6.332 0.639 0.088 0.0 0.0 0.0 0.1096
H -6.511 2.935 0.086 0.0 0.0 0.0 0.0807
H -5.255 3.812 -0.777 0.0 0.0 0.0 0.0873
H -5.265 3.783 0.989 0.0 0.0 0.0 0.0838
H 0.507 3.462 2.364 0.0 0.0 0.0 0.1224
H 2.852 3.919 3.023 0.0 0.0 0.0 0.1121
H 4.629 3.965 1.291 0.0 0.0 0.0 0.1081
H 4.045 3.575 -1.070 0.0 0.0 0.0 0.1196
H 2.384 3.553 -2.789 0.0 0.0 0.0 0.0874
H 0.653 3.542 -2.413 0.0 0.0 0.0 0.0786
H 1.578 2.044 -2.460 0.0 0.0 0.0 0.0434

=====

No. 4
10
Properties=species:S:1:pos:R:3:forces:R:3:nbo_charge:R:1 method="wB97M-V/def2-TZVPD" molar_mass_g_mol=84.074 energy_ha=-305.06566 homo_energy_ev=-8.440 charge=0 e_above_lowest_kj_mol=561.3
O -1.564 -0.492 1.209 0.5 -0.4 0.0 -0.6156
C -0.738 0.754 0.146 -0.1 0.0 0.0 0.0481
C -0.145 -0.410 0.705 0.2 0.0 -0.3 0.0548
C 0.919 -1.144 0.520 -0.5 0.2 0.1 -0.3524
C 1.741 -0.191 -0.273 0.0 0.3 -0.1 0.3748
O 1.289 0.694 -1.014 0.0 -0.3 0.4 -0.5902
H -1.993 -1.214 0.715 0.0 0.2 0.1 0.5043
H -0.770 1.699 0.684 0.0 0.0 -0.1 0.2210
H -1.274 0.686 -0.792 0.0 0.0 0.0 0.2143
H 2.843 -0.258 -0.190 -0.2 -0.1 0.0 0.1409

=====

No. 5
48
Properties=species:S:1:pos:R:3:forces:R:3:lowdin_spin:R:1 method="wB97M-V/def2-TZVPD" s2=0.76 molar_mass_g_mol=569.458 energy_ha=-1682.32969 spin_multiplicity=2 homo_energy_ev="-10.236 / -10.172" charge=+1
Hg 1.951 -1.769 1.634 -0.3 1.2 -0.1 0.5736
Cl -4.676 1.785 1.943 0.1 0.0 0.1 0.0062
C -3.035 1.327 2.352 0.0 0.3 -0.1 0.0221
C -2.797 0.478 3.442 -0.2 0.1 -0.2 -0.0022
C -1.529 0.036 3.693 0.4 0.0 -0.2 0.0188
C -0.410 0.392 2.861 -1.3 0.6 -0.4 0.0012
O 0.742 -0.022 3.118 1.6 -1.2 -0.1 0.1568
C -0.693 1.300 1.766 -0.1 -0.4 0.9 0.0161
C 0.332 1.735 0.838 0.4 0.1 -0.4 -0.0010
N 1.182 0.943 0.307 -0.7 -0.3 1.0 0.0134
C 1.973 1.333 -0.759 0.2 0.7 -1.1 0.0005
C 1.701 2.443 -1.547 0.0 -0.3 0.5 0.0041
C 2.425 2.743 -2.701 0.3 -0.1 -0.3 0.0004
C 3.419 1.907 -3.129 -0.2 0.1 0.0 0.0052
C 3.734 0.754 -2.382 -0.2 0.0 0.3 0.0031
C 4.755 -0.132 -2.780 0.1 -0.2 0.3 -0.0005
C 5.094 -1.179 -1.969 0.0 0.1 -0.3 0.0008
C 4.374 -1.364 -0.784 0.0 0.0 -0.1 0.0205
N 3.389 -0.588 -0.418 -0.4 -0.7 1.0 0.0973
C 3.038 0.469 -1.168 0.1 0.5 -0.6 0.0074
C -1.982 1.794 1.580 -0.2 -0.2 0.2 -0.0038
H -3.621 0.203 4.081 -0.1 -0.1 0.1 -0.0004
H -1.317 -0.594 4.544 0.0 -0.1 0.1 0.0012
H 0.253 2.794 0.568 0.1 0.0 -0.2 -0.0003
H 0.904 3.119 -1.278 -0.1 0.0 0.0 0.0002
H 2.182 3.635 -3.260 0.0 0.0 0.0 -0.0001
H 3.968 2.117 -4.036 0.1 0.0 0.0 0.0004
H 5.262 0.036 -3.717 0.1 0.1 -0.1 0.0000
H 5.884 -1.868 -2.215 0.1 -0.1 -0.1 0.0005
H 4.621 -2.185 -0.125 0.0 -0.1 0.0 0.0103
H -2.176 2.526 0.808 0.0 0.1 -0.1 -0.0006
N -3.390 -0.901 0.285 -0.2 0.2 0.2 0.0007
C -2.759 -0.418 -0.971 0.5 0.2 -0.6 0.0012
C -1.314 -0.994 -1.079 -0.1 0.1 -0.2 0.0015
N -0.819 -1.449 0.190 0.4 0.0 0.3 0.0262
C -1.606 -2.527 0.746 0.0 0.0 0.0 0.0096
C -3.113 -2.346 0.461 0.2 -0.7 0.2 0.0000
H -4.397 -0.715 0.268 0.2 0.0 0.0 0.0001
H -3.019 -0.350 1.091 -0.1 -0.2 -0.2 0.0003
H -2.748 0.673 -0.956 -0.1 -0.1 0.1 -0.0001
H -3.364 -0.754 -1.813 -0.1 0.0 0.1 0.0002
H -0.636 -0.234 -1.467 -0.1 0.0 0.0 0.0001
H -1.289 -1.840 -1.770 -0.1 0.1 -0.1 -0.0001
H -0.707 -0.668 0.830 0.0 -0.2 0.0 0.0036
H -1.409 -2.577 1.817 -0.1 0.0 0.0 0.0045
H -1.278 -3.468 0.295 -0.1 0.0 0.1 0.0012
H -3.715 -2.750 1.271 -0.1 0.1 0.0 0.0000
H -3.386 -2.849 -0.469 -0.1 0.1 0.1 0.0000

=====

No. 6
89
Properties=species:S:1:pos:R:3:forces:R:3:lowdin_spin:R:1 method="wB97M-V/def2-TZVPD" s2=8.76 molar_mass_g_mol=760.739 energy_ha=-3991.13752 spin_multiplicity=6 homo_energy_ev="-4.297 / -4.366" charge=-1 e_above_lowest_kj_mol=0.0
Mn 0.960 -0.219 1.647 0.2 0.2 -0.1 4.6592
O -0.996 -3.579 -1.057 0.0 0.1 0.2 0.0006
C -0.272 -3.352 -2.171 0.1 0.0 -0.1 0.0003
C -0.734 -3.896 -3.372 0.0 0.0 0.1 0.0000
C -0.053 -3.665 -4.551 0.0 0.0 0.0 0.0004
C 1.109 -2.900 -4.557 0.0 0.0 0.0 0.0000
C 1.575 -2.371 -3.367 0.0 0.0 0.0 0.0005
C 0.903 -2.579 -2.164 -0.1 0.0 0.0 0.0009
C 1.373 -1.934 -0.904 -0.1 -0.1 0.0 0.0039
O 0.704 -2.103 0.161 -0.1 -0.1 -0.2 0.0257
N 2.477 -1.202 -0.993 0.2 0.1 0.0 0.0011
N 2.719 -0.617 0.209 -0.1 -0.1 0.0 0.0232
C 3.912 -0.293 0.509 0.0 0.0 0.0 0.0126
C 4.142 0.246 1.854 0.0 0.0 0.0 0.0050
C 5.405 0.629 2.289 0.0 0.0 0.0 0.0016
C 5.551 1.067 3.596 0.0 0.0 -0.1 0.0019
C 4.439 1.114 4.421 0.0 0.0 0.0 0.0017
C 3.210 0.729 3.899 0.0 0.0 0.0 0.0051
N 3.070 0.303 2.652 -0.1 0.0 0.0 0.0330
H -0.518 -3.089 -0.324 0.0 0.0 0.0 0.0002
H -1.637 -4.493 -3.355 0.0 0.0 0.0 0.0000
H -0.434 -4.083 -5.475 0.0 0.0 0.0 0.0000
H 1.644 -2.722 -5.481 0.0 0.0 0.0 0.0000
H 2.476 -1.772 -3.338 0.0 0.0 0.0 0.0001
H 4.744 -0.461 -0.173 0.0 0.0 0.0 0.0009
H 6.247 0.575 1.611 0.0 0.0 0.0 0.0002
H 6.523 1.370 3.965 0.0 0.0 0.0 0.0001
H 4.508 1.451 5.446 0.0 0.0 0.0 0.0002
H 2.297 0.775 4.482 0.0 0.0 0.0 0.0006
O -0.962 -2.669 4.427 0.0 0.0 0.0 0.0123
C -0.611 -1.576 3.990 -0.1 0.0 -0.1 0.0119
O 0.212 -1.433 3.018 0.0 -0.1 0.2 0.0695
C -1.208 -0.323 4.644 0.0 0.0 0.0 0.0027
C -2.051 -0.597 5.729 0.0 0.0 0.0 0.0004
C -2.682 0.388 6.461 0.0 0.0 0.0 0.0018
C -2.474 1.716 6.103 0.0 0.0 0.0 0.0003
C -1.652 2.012 5.038 0.0 0.0 0.0 0.0038
C -0.995 1.022 4.278 0.0 0.1 0.0 0.0065
S -0.005 1.673 2.963 -0.1 -0.1 0.1 0.0451
H -2.188 -1.642 5.974 0.0 0.0 0.0 0.0001
H -3.324 0.127 7.294 0.0 0.0 0.0 0.0002
H -2.953 2.519 6.652 0.0 0.0 0.0 0.0000
H -1.489 3.044 4.751 0.0 0.0 0.0 0.0011
C -0.275 5.133 -0.464 0.0 0.0 0.0 0.0004
C -0.173 3.640 -0.165 0.0 0.0 0.0 0.0007
P 1.504 2.931 0.156 0.0 0.0 0.0 0.0122
C 2.163 4.180 1.348 0.0 0.0 0.0 0.0010
C 3.610 3.920 1.752 0.0 0.0 0.0 0.0001
C 2.390 3.426 -1.404 0.0 0.0 0.0 0.0031
C 3.564 2.501 -1.724 0.0 0.0 0.0 0.0004
H -1.302 5.400 -0.726 0.0 0.0 0.0 0.0000
H 0.364 5.425 -1.300 0.0 0.0 0.0 0.0000
H 0.005 5.737 0.399 0.0 0.0 0.0 0.0000
H -0.583 3.068 -1.002 0.0 0.0 0.0 0.0000
H -0.776 3.373 0.707 0.0 0.0 0.0 0.0003
H 1.514 4.125 2.226 0.0 0.0 0.0 0.0003
H 2.071 5.183 0.921 0.0 0.0 0.0 0.0003
H 3.717 2.935 2.204 0.0 0.0 0.0 0.0000
H 3.952 4.659 2.480 0.0 0.0 0.0 0.0000
H 4.284 3.971 0.893 0.0 0.0 0.0 0.0000
H 2.720 4.468 -1.338 0.0 0.0 0.0 0.0004
H 1.657 3.379 -2.216 0.0 0.0 0.0 0.0001
H 4.297 2.499 -0.915 0.0 0.0 0.0 0.0001
H 4.078 2.811 -2.637 0.0 0.0 0.0 0.0000
H 3.226 1.471 -1.855 0.0 0.0 0.0 0.0001
N -3.784 -2.919 -2.156 -0.1 0.0 0.0 0.0000
C -4.498 -3.476 -3.195 0.0 0.0 0.0 0.0001
C -5.039 -4.742 -3.394 0.0 0.0 0.0 0.0000
C -5.709 -4.952 -4.584 0.0 0.0 0.0 0.0001
C -5.838 -3.934 -5.541 0.0 0.0 0.0 0.0000
C -5.293 -2.681 -5.338 0.0 0.0 0.0 0.0001
C -4.604 -2.452 -4.148 0.0 0.0 0.0 0.0000
N -3.944 -1.315 -3.710 0.0 0.0 0.0 0.0003
C -3.468 -1.644 -2.542 0.0 0.0 0.0 0.0001
C -2.607 -0.832 -1.673 0.0 0.0 0.0 0.0016
C -2.829 -0.788 -0.303 0.0 0.0 0.0 0.0009
C -1.866 -0.210 0.504 0.0 0.0 0.0 0.0062
N -0.725 0.275 0.019 0.0 0.1 0.0 0.0286
C -0.558 0.308 -1.301 0.0 0.0 0.0 0.0051
C -1.477 -0.219 -2.192 0.1 0.0 0.0 0.0011
H -3.308 -3.407 -1.410 0.1 0.0 0.0 0.0000
H -4.940 -5.526 -2.654 0.0 0.0 0.0 0.0000
H -6.146 -5.923 -4.782 0.0 0.0 0.0 0.0000
H -6.374 -4.142 -6.459 0.0 0.0 0.0 0.0000
H -5.384 -1.895 -6.076 0.0 0.0 0.0 0.0000
H -3.714 -1.228 0.137 0.0 0.0 0.0 0.0001
H -1.973 -0.183 1.584 0.0 0.0 0.0 0.0011
H 0.391 0.702 -1.651 0.0 0.0 0.0 0.0003
H -1.279 -0.241 -3.255 0.0 0.0 0.0 0.0002

=====

Copy entry 2 word for word.
9
Properties=species:S:1:pos:R:3:forces:R:3:nbo_charge:R:1 method="wB97M-V/def2-TZVPD" molar_mass_g_mol=225.949 energy_ha=-693.07317 homo_energy_ev=-3.248 charge=-1 e_above_lowest_kj_mol=228.8
C -0.845 -1.056 0.588 -4.4 -0.9 1.4 0.6393
C -2.502 0.060 1.160 2.3 -2.3 0.0 -0.1457
C -0.712 1.301 0.239 0.7 -3.7 1.0 0.9031
N -0.073 -0.074 0.203 -3.6 3.6 0.8 -0.7047
O -0.690 -2.249 0.755 0.6 0.9 -0.4 -0.6413
O -0.094 2.277 0.016 1.0 1.6 -0.8 -0.6112
O -1.912 1.237 0.740 -0.4 1.3 -0.3 -0.5622
I -4.330 -0.103 -0.256 0.2 -0.3 -0.3 -0.2681
H 0.779 -0.021 -0.190 3.7 -0.4 -1.5 0.3909